# 1
ORCA calculation (ωB97M-V/def2-TZVPD) on a 9-piece molecular cluster, C24H40Br16NO overall.

```
82
Properties=species:S:1:pos:R:3:forces:R:3:mulliken_charge:R:1
N -7.981 2.293 -2.915 0.111 0.324 -0.026 -0.909
C -7.769 2.459 -4.338 0.165 -0.405 0.043 -0.219
C -6.414 3.094 -4.384 -0.045 0.059 -0.308 -0.183
O -6.170 4.251 -4.728 -0.061 0.069 0.196 -0.645
C -5.266 2.223 -3.920 -0.125 -0.124 0.011 0.195
C -4.809 1.197 -4.745 -0.143 0.278 0.224 -0.137
C -3.765 0.381 -4.330 -0.097 0.485 -0.067 -1.246
C -3.171 0.583 -3.090 0.168 -0.292 -0.288 -0.314
C -3.613 1.606 -2.261 -0.382 0.264 -0.232 -0.274
C -4.658 2.419 -2.685 0.079 0.126 0.016 -0.418
H -7.525 1.421 -2.644 -0.015 -0.022 -0.016 0.133
H -7.758 1.524 -4.940 -0.142 0.088 -0.066 0.192
H -8.498 3.147 -4.782 0.048 0.003 -0.026 0.325
H -5.291 1.040 -5.704 0.022 -0.068 0.007 0.386
H -3.446 -0.408 -4.995 0.404 0.284 0.160 0.946
H -2.363 -0.086 -2.818 -0.003 0.170 0.053 0.405
H -3.196 1.783 -1.279 0.117 -0.067 -0.123 0.280
H -5.035 3.215 -2.052 -0.003 -0.093 -0.028 0.331
Br -2.020 -0.443 -0.332 0.285 -0.268 0.470 -0.083
C -1.156 -0.709 1.388 -0.160 -0.048 -0.104 -0.553
C -0.638 0.579 1.971 0.160 0.013 0.145 -0.480
Br 0.992 1.161 1.088 -0.077 0.033 -0.109 -0.107
H -0.362 -1.434 1.240 0.029 0.008 0.048 0.273
H -1.918 -1.131 2.039 0.008 0.019 0.028 0.409
H -0.364 0.437 3.015 0.015 -0.025 -0.005 0.215
H -1.350 1.393 1.887 -0.037 -0.025 -0.028 0.428
Br 2.103 1.283 4.932 -0.048 -0.035 0.062 -0.153
C 3.753 0.290 4.656 -0.023 0.101 -0.072 -0.448
C 3.886 -0.224 3.250 0.024 -0.054 0.053 0.761
Br 2.764 -1.773 2.941 -0.135 -0.097 -0.161 -0.090
H 3.762 -0.516 5.386 0.010 -0.011 -0.024 0.141
H 4.556 0.992 4.871 -0.040 -0.036 -0.046 0.361
H 4.901 -0.577 3.081 -0.194 0.099 0.002 -0.989
H 3.619 0.510 2.495 -0.028 0.014 0.019 0.278
Br 1.541 -2.121 6.759 0.024 -0.090 -0.136 -0.117
C 1.948 -3.976 6.344 -0.151 0.064 0.051 -0.543
C 3.284 -4.438 6.866 0.048 0.012 -0.055 -0.510
Br 4.769 -3.775 5.809 0.043 0.124 0.000 -0.092
H 1.875 -4.067 5.264 0.042 -0.030 -0.009 0.295
H 1.154 -4.551 6.815 0.004 -0.025 -0.016 0.372
H 3.342 -5.523 6.803 -0.010 -0.007 0.011 0.355
H 3.466 -4.122 7.889 -0.049 0.012 0.010 0.233
Br 4.250 0.671 -0.411 0.168 0.045 -0.097 -0.163
C 4.276 -1.197 -0.941 -0.144 0.042 0.111 -0.558
C 5.502 -1.912 -0.444 0.038 -0.043 -0.040 -0.061
Br 7.095 -1.451 -1.466 -0.013 0.054 0.028 -0.177
H 4.185 -1.213 -2.022 0.027 -0.035 -0.009 0.474
H 3.389 -1.639 -0.491 -0.001 0.010 0.019 0.275
H 5.387 -2.988 -0.552 -0.007 -0.005 -0.014 0.397
H 5.724 -1.676 0.593 -0.018 -0.030 0.017 -0.161
Br 7.245 -1.290 3.184 0.202 -0.115 0.067 -0.067
C 8.890 -2.305 2.964 0.000 0.093 0.001 -0.566
C 9.035 -2.839 1.564 0.003 -0.117 -0.014 -0.508
Br 7.863 -4.357 1.248 -0.021 0.049 -0.007 -0.121
H 8.867 -3.093 3.709 0.009 -0.016 -0.005 0.406
H 9.696 -1.611 3.189 -0.004 0.016 -0.026 0.349
H 10.046 -3.208 1.404 0.007 -0.007 0.033 0.383
H 8.793 -2.098 0.808 0.002 0.011 0.003 0.206
Br -7.868 6.603 -9.070 0.056 0.035 -0.020 -0.156
C -6.714 6.637 -7.499 -0.140 -0.162 0.056 -0.406
C -6.727 7.977 -6.821 0.105 0.026 0.053 -0.567
Br -5.688 9.314 -7.792 -0.053 0.013 -0.018 -0.176
H -5.724 6.350 -7.834 0.017 0.000 0.019 0.385
H -7.101 5.877 -6.821 0.047 -0.012 0.028 0.179
H -6.262 7.898 -5.842 0.011 -0.036 -0.003 0.343
H -7.729 8.381 -6.723 -0.012 -0.011 0.011 0.392
Br -4.863 -2.318 -4.972 -0.334 -0.700 -0.197 0.004
C -5.107 -4.030 -5.864 0.035 0.140 0.189 -0.579
C -5.031 -3.894 -7.363 -0.095 -0.062 -0.074 -0.599
Br -6.646 -3.109 -8.108 0.035 0.030 0.009 -0.133
H -6.060 -4.436 -5.538 -0.010 -0.025 -0.031 0.350
H -4.301 -4.668 -5.507 0.006 -0.018 -0.034 0.326
H -4.938 -4.871 -7.832 0.002 -0.011 0.019 0.336
H -4.207 -3.259 -7.672 0.018 -0.001 0.016 0.372
Br 6.218 0.075 7.051 0.098 -0.076 0.120 -0.109
C 4.724 0.918 7.966 0.098 0.034 -0.034 -0.452
C 4.588 0.458 9.393 -0.107 -0.065 0.036 -0.608
Br 3.825 -1.326 9.509 0.160 0.038 0.124 -0.131
H 3.836 0.695 7.383 -0.038 0.042 0.019 0.144
H 4.925 1.986 7.934 -0.014 0.007 0.012 0.415
H 3.891 1.105 9.921 -0.001 0.009 -0.005 0.365
H 5.536 0.433 9.920 0.026 0.026 -0.028 0.394
```
Forces are in eV/Å.

Results
frontier orbital gap	3.4	eV
total energy	-42252.70567	a.u.
charge	-1
M	1637.1	g mol⁻¹
ΔE to the lowest compared entry with this formula, charge and spin	0.0	kcal/mol



# 2
ORCA calculation (ωB97M-V/def2-TZVPD) on a 2-piece molecular cluster, C24H40ClF2N2O4P overall.

```
74
Properties=species:S:1:pos:R:3:forces:R:3:lowdin_spin:R:1
C 6.131 2.636 5.192 0.018 -0.186 0.412 0.000
C 5.821 1.957 3.830 0.291 0.527 0.595 0.000
C 4.421 1.349 3.768 0.405 0.449 -0.966 0.000
F 3.530 2.321 4.245 -0.062 -0.417 0.225 0.000
C 3.933 1.049 2.337 0.710 -0.039 -0.056 0.000
C 4.672 1.438 1.220 0.117 -0.033 -0.072 0.000
C 4.201 1.198 -0.059 0.350 0.065 0.421 0.000
C 2.989 0.569 -0.217 0.258 0.004 -1.151 0.000
C 2.499 0.375 -1.642 -0.322 0.859 -0.174 0.000
C 2.746 1.654 -2.507 -0.081 0.207 -0.238 0.000
C 3.781 1.363 -3.610 -0.491 -1.078 0.029 0.000
O 4.202 2.532 -4.296 0.051 0.384 0.973 0.000
C 5.107 3.258 -3.580 1.030 1.058 0.308 0.000
C 5.033 4.768 -3.790 -0.117 -0.602 -0.716 0.000
O 5.939 2.784 -2.836 -1.018 -0.349 -0.198 0.000
N 2.289 0.154 0.865 0.050 0.182 -1.186 0.000
P 0.702 -0.732 0.711 -1.580 -1.442 1.778 0.000
O 0.884 -1.843 -0.462 0.135 1.324 -0.041 0.000
Cl -0.666 0.702 0.062 0.860 -0.166 -0.481 0.000
C 2.739 0.382 2.128 -0.316 0.389 1.205 0.000
C 1.953 -0.065 3.351 -0.310 -0.979 -0.321 0.000
C 2.401 -1.501 3.735 0.136 1.073 0.583 0.000
F 2.279 -2.371 2.671 -0.091 0.014 0.150 0.000
H 6.754 1.997 5.831 -0.171 0.100 -0.213 0.000
H 6.675 3.578 5.059 -0.103 -0.287 -0.108 0.000
H 5.233 2.877 5.772 0.100 -0.051 -0.273 0.000
H 5.912 2.742 3.070 -0.072 -0.285 0.078 0.000
H 6.605 1.205 3.664 -0.384 0.057 -0.314 0.000
H 4.370 0.430 4.364 -0.182 0.405 0.220 0.000
H 5.630 1.937 1.325 -0.189 -0.115 0.050 0.000
H 4.783 1.511 -0.923 -0.140 -0.065 0.137 0.000
H 3.049 -0.450 -2.114 -0.286 -0.080 0.312 0.000
H 1.425 0.186 -1.690 0.360 -0.267 0.117 0.000
H 3.033 2.519 -1.893 0.095 -0.291 -0.116 0.000
H 1.807 1.953 -2.994 0.201 -0.122 0.154 0.000
H 3.285 0.719 -4.349 0.272 0.245 0.014 0.000
H 4.618 0.780 -3.201 0.058 0.405 -0.164 0.000
H 6.056 5.150 -3.869 -0.252 -0.074 -0.006 0.000
H 4.559 5.254 -2.929 0.006 -0.270 -0.144 0.000
H 4.461 4.980 -4.701 0.158 0.148 0.292 0.000
H 0.114 -1.853 -1.057 0.157 -0.138 -0.104 0.000
H 2.136 0.563 4.226 0.141 0.085 -0.405 0.000
H 0.870 -0.044 3.187 0.297 -0.018 -0.008 0.000
H 3.458 -1.452 4.034 -0.191 -0.312 -0.183 0.000
H 1.819 -1.815 4.611 0.009 -0.322 -0.445 0.000
C -7.090 -0.393 -1.097 0.013 -0.039 0.404 0.001
C -6.221 -1.347 -1.944 -1.575 1.327 0.065 0.026
C -6.898 -2.717 -2.006 0.191 -0.499 0.223 0.014
C -6.856 -3.452 -0.668 0.052 0.105 0.047 0.001
C -5.425 -3.555 -0.141 -0.344 -0.257 -0.511 0.014
C -4.643 -2.234 -0.149 0.045 0.518 2.039 0.026
N -4.832 -1.442 -1.399 0.284 -2.450 -1.355 0.352
O -4.064 -1.956 -2.322 0.288 0.825 0.141 0.557
C -5.036 -1.369 1.066 -0.326 0.065 0.152 0.002
C -3.169 -2.563 0.094 0.455 -0.057 -0.610 -0.001
C -6.227 -0.702 -3.332 0.606 -0.178 -0.345 -0.001
H -7.978 -0.096 -1.655 0.100 -0.057 -0.151 0.000
H -7.464 -0.838 -0.178 0.090 0.016 0.017 0.000
H -6.544 0.516 -0.841 0.028 -0.032 -0.012 0.001
H -6.419 -3.339 -2.768 0.137 0.105 -0.009 0.003
H -7.938 -2.600 -2.321 0.057 0.199 -0.027 0.001
H -7.495 -2.957 0.069 0.004 0.047 -0.044 0.000
H -7.267 -4.455 -0.792 0.015 0.013 0.033 0.001
H -5.445 -3.961 0.873 0.151 0.135 0.038 0.001
H -4.897 -4.293 -0.753 0.103 0.131 -0.058 0.002
H -4.564 -0.386 1.017 -0.039 -0.016 -0.092 0.002
H -4.706 -1.840 1.994 0.078 -0.100 -0.113 0.000
H -6.108 -1.231 1.179 0.011 0.061 -0.096 0.000
H -2.782 -3.293 -0.618 -0.074 0.104 -0.107 -0.001
H -3.028 -2.991 1.087 -0.244 0.058 0.036 0.000
H -2.549 -1.665 0.030 -0.076 0.060 -0.018 0.000
H -5.830 0.315 -3.291 0.024 -0.029 0.027 0.000
H -7.247 -0.646 -3.713 -0.055 -0.023 0.218 0.000
H -5.651 -1.263 -4.067 0.096 -0.024 0.138 -0.001
```
Forces are in eV/Å.

Results
frontier orbital gap (spin up / spin down)	6.4 / 7.2	eV
total energy	-2349.99268	a.u.
⟨S²⟩	0.75
charge	+1
M	525.0	g mol⁻¹
2S+1	2



# 3
ORCA calculation (ωB97M-V/def2-TZVPD) on a 9-piece molecular cluster, C24H40F6O24PS4 overall.

```
99
Properties=species:S:1:pos:R:3:forces:R:3:mulliken_charge:R:1
P -0.649 0.441 0.101 -0.073 0.232 -0.595 1.691
F 0.840 1.004 0.272 0.752 0.930 -0.522 -0.272
F -0.079 -0.960 -0.425 0.200 -1.015 0.108 -0.283
F -0.497 -0.021 1.600 -0.751 -0.276 1.408 -0.514
F -2.154 -0.066 0.032 -0.609 -1.293 -0.433 -0.394
F -1.336 1.856 0.453 0.847 1.161 0.837 -0.441
F -0.645 0.903 -1.445 -0.231 0.469 -0.985 -0.650
O -6.505 1.664 -1.419 -3.177 -1.932 -1.485 -0.580
C -5.533 2.202 -1.078 1.648 0.938 -1.215 0.294
O -5.293 2.418 0.182 -0.753 0.117 1.328 -0.394
C -4.186 3.217 0.371 2.910 0.402 0.658 -0.074
C -3.607 3.610 -1.031 -0.321 0.464 -0.447 -0.106
C -4.423 2.732 -1.971 0.050 0.063 0.503 0.452
H -3.463 2.594 0.899 0.244 0.119 -0.015 -0.011
H -4.427 4.023 1.064 -0.178 0.318 -0.416 0.360
H -2.549 3.463 -1.251 0.101 -0.368 0.933 -0.113
H -3.749 4.653 -1.314 -0.394 0.182 0.422 0.425
H -3.832 1.874 -2.292 -0.205 0.063 -0.160 -0.687
H -4.833 3.276 -2.821 -0.023 -0.313 -0.004 0.402
O -1.009 -1.718 -3.577 -0.096 4.199 -1.725 -0.657
C -1.116 -0.532 -3.995 -0.830 -3.866 1.945 0.408
O -0.160 0.118 -4.616 3.874 -2.766 -0.306 -0.314
C -0.318 1.436 -4.913 -2.490 2.087 0.612 -0.346
C -1.676 1.715 -4.230 -0.494 1.439 0.272 0.074
C -2.298 0.382 -3.991 -0.868 -0.893 -0.490 -0.372
H -0.364 1.603 -5.989 0.111 -0.184 -0.066 0.354
H 0.393 2.131 -4.466 0.581 -0.592 -0.044 0.119
H -2.271 2.397 -4.838 -0.160 0.013 0.258 0.656
H -1.569 2.091 -3.212 0.488 0.700 -0.283 -0.509
H -2.887 0.082 -4.857 -0.264 -0.242 -0.044 0.514
H -2.923 0.286 -3.103 0.274 -0.069 -0.093 0.104
O 0.811 4.974 3.721 -0.428 -0.028 -0.222 -0.662
C 0.117 5.048 2.727 3.736 -1.099 3.229 0.346
O -0.999 5.703 2.735 -0.925 1.258 1.171 -0.372
C -1.507 5.711 1.442 -1.118 -0.090 -0.903 -0.197
C -0.329 5.345 0.590 -0.877 0.543 -3.025 -0.599
C 0.450 4.436 1.428 0.488 -0.155 0.205 0.533
H -1.903 6.707 1.244 -0.315 -0.251 -0.115 0.322
H -2.252 4.915 1.463 -0.476 0.248 -0.645 0.134
H 0.227 6.241 0.312 0.198 0.118 0.278 0.353
H -0.601 4.903 -0.369 -0.324 -0.038 -0.030 0.209
H 1.512 4.491 1.187 -0.095 -0.450 0.440 0.361
H 0.054 3.422 1.472 0.192 -0.169 -0.397 -0.474
O 0.793 -3.766 3.468 -1.481 -0.419 0.186 -0.562
C -0.312 -3.936 2.994 1.336 1.370 -2.477 0.459
O -0.804 -5.142 2.674 0.693 -0.940 0.729 -0.420
C -1.994 -5.140 1.900 -0.750 0.430 0.444 -0.394
C -2.322 -3.651 1.621 -0.365 -1.095 0.805 -0.625
C -1.194 -2.869 2.294 -0.779 -0.141 -0.072 0.716
H -2.773 -5.610 2.501 -0.035 0.016 0.148 0.300
H -1.900 -5.782 1.024 0.512 0.268 -0.067 0.186
H -3.215 -3.404 2.194 -0.402 -0.058 -0.714 0.365
H -2.441 -3.541 0.543 -0.022 0.593 0.230 0.250
H -1.621 -2.195 3.038 0.252 0.073 0.046 0.546
H -0.792 -2.242 1.498 1.107 -0.238 0.640 -0.867
C 0.415 -4.008 -1.964 -1.708 1.974 0.496 0.330
C 1.036 -4.923 -2.935 0.196 -0.625 0.213 -0.284
O 1.431 -6.054 -2.146 -0.120 -0.955 0.005 -0.472
S 0.692 -6.170 -0.673 -0.412 -0.718 -2.491 1.154
O 1.693 -6.535 0.253 0.027 0.301 0.317 -0.558
O -0.509 -6.984 -0.758 1.383 1.471 -0.031 -0.604
O 0.382 -4.626 -0.663 -0.235 0.469 0.741 -0.079
H -0.595 -3.768 -2.296 -0.149 -0.105 0.508 0.298
H 0.902 -3.033 -1.961 0.187 -0.138 0.824 -0.323
H 1.899 -4.410 -3.359 0.179 -0.748 -0.217 0.280
H 0.259 -5.118 -3.674 0.541 -0.760 -0.297 0.349
C 3.016 1.190 -3.850 -0.710 0.254 1.119 -0.308
C 2.535 0.661 -2.469 0.567 2.362 0.572 1.031
O 3.424 1.409 -1.614 3.065 0.989 1.354 -0.306
S 4.979 1.557 -2.146 -0.046 -1.287 -0.608 1.013
O 5.755 0.371 -1.753 -1.637 2.632 -0.937 -0.498
O 5.589 2.893 -1.972 -2.164 -3.093 -0.404 -0.550
O 4.438 1.351 -3.738 1.128 -0.478 0.459 -0.472
H 2.677 2.208 -4.038 -0.537 0.008 0.372 0.351
H 2.582 0.594 -4.653 1.160 -0.452 -0.257 0.350
H 2.551 -0.386 -2.167 0.122 -0.070 -0.696 -0.162
H 1.678 1.193 -2.057 -0.987 -0.912 -0.943 -0.453
C 1.434 0.384 4.239 -0.273 0.618 -1.178 0.229
C 0.376 1.469 4.455 1.288 -0.050 -2.835 0.206
O -0.167 1.204 5.645 -1.259 -1.614 5.083 -0.491
S 0.190 -0.353 6.314 1.052 2.467 -0.547 1.050
O -1.067 -1.045 6.435 1.720 0.462 0.174 -0.524
O 1.124 -0.191 7.478 -2.709 -0.675 -3.731 -0.559
O 0.891 -0.768 4.869 -0.082 -0.556 2.281 -0.149
H 2.417 0.693 4.593 -0.020 -0.391 0.327 0.248
H 1.462 0.160 3.173 0.257 -0.170 0.133 -0.277
H -0.394 1.403 3.687 -0.075 -0.146 -0.227 0.063
H 0.820 2.461 4.370 0.069 0.118 0.454 0.264
C 3.190 -3.130 0.646 -1.622 0.567 1.778 0.214
C 2.812 -1.800 1.354 0.173 -0.557 -1.721 0.699
O 4.049 -1.447 1.946 0.877 0.819 1.371 -0.265
S 5.366 -2.295 1.553 1.700 1.870 1.635 1.082
O 5.790 -3.075 2.724 -1.556 0.617 -2.648 -0.596
O 6.430 -1.410 1.045 -2.779 -1.989 0.293 -0.541
O 4.576 -3.025 0.365 1.111 -0.679 -0.413 -0.346
H 2.532 -3.316 -0.203 0.800 -0.059 -0.299 -0.290
H 2.992 -3.871 1.420 0.303 -0.574 -0.324 0.433
H 1.967 -1.926 2.031 0.534 -0.230 0.583 -0.419
H 2.496 -1.026 0.654 0.354 0.199 -0.123 -0.163
```
Forces are in eV/Å.

Results
frontier orbital gap	9.8	eV
total energy	-5277.72622	a.u.
charge	-1
M	985.8	g mol⁻¹